{
  "formula": "H18O9",
  "method": "the ωB97M-V functional and the def2-TZVPD basis",
  "smiles": "O.O.O.O.O.O.O.O.O",
  "lumo_energy_ev": -0.414,
  "total_energy_ha": -687.9014,
  "e_above_lowest_kj_mol": 326.67,
  "homo_energy_ev": -11.1,
  "homo_lumo_gap_ev": 10.7,
  "species": ["O", "H", "H", "O", "H", "H", "O", "H", "H", "O", "H", "H", "O", "H", "H", "O", "H", "H", "O", "H", "H", "O", "H", "H", "O", "H", "H"],
  "coordinates": [[-0.9068, -0.4316, -0.0229], [-1.7814, -0.0739, -0.2132], [-0.5149, -0.5680, -0.8928], [2.1672, 1.2297, -3.2434], [1.9081, 1.8133, -3.9655], [1.6008, 1.4973, -2.5109], [0.5366, -3.0103, -3.2721], [-0.3506, -2.6479, -3.3751], [0.9378, -2.4582, -2.5914], [3.2081, -3.4117, 0.4798], [3.4257, -4.0219, -0.2338], [3.2804, -2.5405, 0.0738], [-1.8866, 3.4270, 3.7278], [-1.7792, 2.8971, 2.9298], [-2.2885, 4.2448, 3.4138], [2.0413, -0.0567, -0.5759], [2.1008, 0.7423, -1.1116], [1.9202, 0.2716, 0.3222], [-4.2358, -3.9373, 1.9776], [-4.7601, -4.3675, 1.2928], [-3.8809, -3.1533, 1.5435], [-1.0397, 3.8875, -0.4339], [-1.2318, 4.6827, 0.0758], [-0.0770, 3.8440, -0.4468], [0.2369, 1.7204, 1.6067], [0.5883, 2.5437, 1.2495], [-0.0673, 1.9588, 2.4897]],
  "atomic_forces_ev_per_a": [[-0.3172, -0.1067, -0.3034], [0.0679, 0.0275, 0.0985], [0.1741, -0.0174, 0.1748], [-0.0896, 0.1594, 0.0880], [0.0611, -0.0492, 0.0023], [-0.2203, 0.0943, -0.4279], [-0.1303, 0.1696, 0.0578], [0.0833, -0.1068, -0.0312], [0.0855, -0.0531, -0.0005], [0.0884, 0.0048, -0.1798], [-0.0436, 0.0158, 0.1016], [-0.0808, 0.0507, 0.0443], [0.1125, 0.0427, -0.1948], [-0.2323, 0.0077, -0.0242], [0.0089, -0.0624, 0.0990], [0.0495, 0.1637, -0.1064], [0.4013, -0.3974, 0.2491], [-0.2983, -0.1213, 0.1528], [-0.0854, 0.0713, -0.1963], [0.0478, -0.0108, 0.1050], [0.0520, -0.0657, 0.0968], [0.1508, 0.0967, 0.1281], [-0.0390, -0.0082, -0.0994], [-0.1314, 0.0499, -0.1209], [0.1373, 0.2065, 0.0459], [-0.1250, -0.0549, 0.1587], [0.2728, -0.1066, 0.0824]]
}

{
  "formula": "H18O9",
  "method": "the ωB97M-V functional and the def2-TZVPD basis",
  "smiles": "O.O.O.O.O.O.O.O.O",
  "lumo_energy_ev": -0.273,
  "total_energy_ha": -687.9248,
  "e_above_lowest_kj_mol": 265.29,
  "homo_energy_ev": -10.7,
  "homo_lumo_gap_ev": 10.4,
  "species": ["O", "H", "H", "O", "H", "H", "O", "H", "H", "O", "H", "H", "O", "H", "H", "O", "H", "H", "O", "H", "H", "O", "H", "H", "O", "H", "H"],
  "coordinates": [[2.3717, -2.2699, 0.9921], [2.9530, -2.7963, 1.5409], [1.8551, -1.7565, 1.6132], [2.5096, 2.2392, 1.7937], [2.1112, 1.3696, 1.7570], [2.2744, 2.5746, 2.6588], [0.8863, -0.1084, 2.3791], [0.9897, -0.5061, 3.2435], [0.2645, 0.6063, 2.5165], [-2.8004, 2.0271, -0.7878], [-2.3497, 2.5617, -1.4415], [-2.0964, 1.6438, -0.2645], [-3.1255, -1.9977, -2.8439], [-2.7788, -2.0068, -3.7361], [-2.3491, -1.9628, -2.2851], [-0.9458, -2.2725, 0.5128], [-1.1264, -1.3803, 0.8087], [-0.9182, -2.2078, -0.4418], [-0.7155, 0.4641, 0.0135], [-0.0811, -0.0536, 0.5092], [-0.7437, 0.0482, -0.8481], [-0.5311, -1.1155, -2.0908], [0.1967, -1.7363, -2.0552], [-0.5188, -0.7824, -2.9880], [1.4123, 3.2937, -0.5141], [1.7208, 3.7570, 0.2646], [1.5353, 2.3674, -0.3067]],
  "atomic_forces_ev_per_a": [[0.1628, -0.0372, -0.2117], [0.1976, -0.1882, 0.0278], [-0.2977, 0.1433, -0.0645], [0.2834, 0.3149, 0.0155], [-0.0032, -0.4844, 0.1012], [0.0263, 0.1051, 0.2440], [0.1146, 0.0010, -0.1438], [0.0316, -0.1831, 0.3336], [-0.4242, 0.2985, 0.0277], [-0.5404, 0.1513, -0.2121], [0.0809, 0.2056, -0.0944], [0.2913, -0.1393, 0.2596], [-0.4076, -0.1054, -0.0674], [-0.0276, -0.0593, -0.2348], [0.1162, 0.0828, 0.1612], [0.1912, -0.6519, 0.3614], [-0.4576, 0.0683, -0.0258], [-0.2310, -0.0194, 0.0527], [0.0661, 0.7019, 0.9033], [0.4939, 0.0299, 0.0602], [0.0230, -0.1908, -0.4951], [0.0682, -0.2472, -0.3471], [0.5393, -0.1934, 0.0906], [-0.1248, 0.2562, -0.3514], [-0.3537, 0.3100, -0.6996], [0.1504, -0.1478, 0.1702], [0.0310, -0.0212, 0.1387]]
}

{
  "formula": "H18O9",
  "method": "the ωB97M-V functional and the def2-TZVPD basis",
  "s_squared": 0.756,
  "lumo_energy_ev": [-3.147, -10.993],
  "total_energy_ha": -687.5513,
  "multiplicity": 2,
  "e_above_lowest_kj_mol": 75.61,
  "homo_energy_ev": [-13.6, -13.4],
  "homo_lumo_gap_ev": [10.5, 2.4],
  "total_charge": 1,
  "species": ["O", "H", "H", "O", "H", "H", "O", "H", "H", "O", "H", "H", "O", "H", "H", "O", "H", "H", "O", "H", "H", "O", "H", "H", "O", "H", "H"],
  "coordinates": [[1.8133, 2.7379, 1.4245], [1.9286, 1.8391, 1.1163], [2.5102, 3.2312, 0.9916], [-1.5315, -1.8704, -1.7421], [-2.4455, -1.9375, -1.4658], [-1.0474, -2.3861, -1.0971], [0.6919, -0.0796, 0.2735], [0.4523, 0.6986, -0.2298], [0.4350, -0.8143, -0.2836], [1.4433, -4.3152, 0.1430], [1.5256, -3.5882, -0.4743], [2.2787, -4.3292, 0.6100], [-1.0426, -3.2939, 0.7792], [-0.1120, -3.5123, 0.7280], [-1.4701, -4.1183, 1.0115], [-1.1095, 2.6923, 1.7635], [-0.2051, 2.8300, 1.4816], [-1.2994, 3.4377, 2.3331], [0.8641, 2.1881, -1.5933], [1.0492, 3.0905, -1.3329], [1.4873, 2.0089, -2.2973], [-1.4482, 2.0096, -3.1671], [-0.6832, 1.6677, -2.7043], [-1.0831, 2.5378, -3.8769], [-1.1398, -0.4033, 2.8634], [-0.4695, -0.7526, 2.2762], [-1.3926, 0.4316, 2.4693]],
  "atomic_forces_ev_per_a": [[-0.5410, 0.0873, 0.0762], [0.1593, -0.4704, -0.0839], [0.2333, 0.2676, -0.0027], [0.4778, 0.4677, -0.3308], [-0.2633, -0.0107, 0.0515], [-0.2739, -0.4565, 0.3051], [-0.0112, -0.3368, 1.0535], [-0.0908, 0.5285, -0.5601], [-0.1824, -0.1442, -0.3324], [-0.3840, 0.1832, 0.1349], [0.2788, 0.0477, -0.4974], [0.3127, -0.1352, 0.2155], [-0.5282, 0.9603, 0.0917], [0.8216, -0.6232, 0.1332], [-0.2372, -0.2968, 0.0766], [-0.6163, -1.0094, 0.1346], [1.0671, 0.1423, -0.2259], [-0.2328, 0.3629, 0.3504], [0.1277, -0.3317, 0.3072], [-0.1479, 0.3527, 0.0978], [0.3165, -0.1497, -0.2469], [-0.4526, -0.1127, -0.0895], [0.0798, 0.0441, 0.1992], [-0.0227, 0.1523, -0.2553], [-0.5027, -0.5315, 1.3441], [1.2688, -0.6816, -1.1830], [-0.6562, 1.6937, -0.7637]]
}

{
  "formula": "H18O9",
  "method": "the ωB97M-V functional and the def2-TZVPD basis",
  "s_squared": 0.756,
  "lumo_energy_ev": [-3.291, -11.429],
  "total_energy_ha": -687.5275,
  "multiplicity": 2,
  "e_above_lowest_kj_mol": 138.12,
  "homo_energy_ev": [-14.7, -14.0],
  "homo_lumo_gap_ev": [11.4, 2.6],
  "total_charge": 1,
  "species": ["O", "H", "H", "O", "H", "H", "O", "H", "H", "O", "H", "H", "O", "H", "H", "O", "H", "H", "O", "H", "H", "O", "H", "H", "O", "H", "H"],
  "coordinates": [[1.3451, -0.9643, 3.3071], [0.9163, -1.4918, 2.6333], [1.4810, -0.1116, 2.8940], [0.3763, 3.5339, 0.8412], [0.0034, 4.3746, 0.5759], [-0.3277, 2.9022, 0.6948], [0.5560, -4.1055, -0.9520], [1.1264, -4.6453, -1.4991], [0.5648, -3.2452, -1.3717], [2.1495, 1.0352, 1.4208], [2.9813, 0.6728, 1.1157], [2.2465, 1.9815, 1.3143], [-2.3344, 0.9058, -1.0490], [-1.6183, 0.6038, -0.4903], [-2.1098, 0.5841, -1.9221], [-1.9160, -1.7379, -1.8401], [-2.5072, -1.0097, -1.6491], [-1.3097, -1.3896, -2.4938], [-0.1713, 0.0168, 0.2379], [0.4226, 0.4633, 0.8413], [0.4065, -0.4349, -0.3772], [1.7318, -1.4039, -1.5349], [2.6474, -1.6704, -1.6182], [1.3815, -1.4675, -2.4234], [-2.3602, 2.3585, 1.2735], [-2.4332, 1.8911, 0.4413], [-3.2485, 2.3540, 1.6300]],
  "atomic_forces_ev_per_a": [[-0.0682, -0.4915, 0.9742], [-0.4356, -0.8247, -0.6219], [0.4912, 1.4544, -0.5537], [0.5611, -0.3521, 0.0067], [-0.0310, 0.2867, -0.0179], [-0.3335, 0.0299, 0.1045], [-0.0871, -0.1013, 0.2941], [0.1394, -0.3518, -0.1364], [-0.0678, 0.2845, 0.0458], [-0.2343, -0.5303, 0.3103], [0.3205, -0.2266, -0.1434], [-0.2929, 0.7719, 0.0717], [-0.8121, 0.4998, -0.1416], [0.8146, -0.6625, 0.2812], [0.0345, 0.6131, -0.3576], [0.4034, -0.3466, 0.0038], [-0.5021, -0.1975, 0.3177], [0.0446, -0.0989, -0.4162], [-0.7837, -0.1416, 0.4894], [0.6179, 0.5515, 0.2304], [0.5624, -0.4997, -0.5781], [-0.4435, 0.1750, 0.1974], [0.3584, -0.0945, 0.0824], [0.0076, 0.1191, -0.4184], [0.5864, 0.1709, 0.4774], [-0.3978, -0.1497, -0.8387], [-0.4524, 0.1124, 0.3366]]
}

{
  "formula": "H18O9Xe",
  "method": "the ωB97M-V functional and the def2-TZVPD basis",
  "lumo_energy_ev": 0.091,
  "total_energy_ha": -1017.3021,
  "e_above_lowest_kj_mol": 63.60,
  "homo_energy_ev": -10.8,
  "homo_lumo_gap_ev": 10.9,
  "species": ["Xe", "O", "H", "H", "O", "H", "H", "O", "H", "H", "O", "H", "H", "O", "H", "H", "O", "H", "H", "O", "H", "H", "O", "H", "H", "O", "H", "H"],
  "coordinates": [[1.2032, -0.2403, -0.5392], [-1.6057, 0.2877, -2.3810], [-1.4085, 1.1314, -1.9743], [-2.4585, 0.4150, -2.7965], [1.1963, 0.9484, 2.7639], [1.9727, 0.8200, 2.2189], [0.7331, 0.1117, 2.7226], [0.3111, -4.1897, -1.3403], [-0.4376, -3.7896, -1.7824], [1.0683, -3.9228, -1.8616], [-0.0051, -1.4672, 2.9854], [0.2447, -1.8422, 3.8299], [0.0301, -2.2042, 2.3756], [-2.1123, 1.2342, 2.6319], [-1.3383, 1.3578, 2.0826], [-1.7614, 1.0553, 3.5043], [-2.2839, -1.8142, 0.0957], [-1.8805, -1.2099, -0.5273], [-1.8306, -1.6454, 0.9217], [0.0636, 0.7351, -4.8106], [-0.2017, 0.0529, -5.4274], [-0.3831, 0.5081, -3.9950], [3.7089, 1.7332, 1.4345], [4.2147, 1.8073, 2.2437], [3.9699, 0.8898, 1.0647], [-0.4941, 2.7253, -1.1963], [-0.4607, 3.2443, -0.3927], [-0.0544, 3.2679, -1.8509]],
  "atomic_forces_ev_per_a": [[0.1164, -0.1350, -0.0700], [0.0702, -0.5638, -0.2303], [0.2541, 0.6475, 0.4544], [-0.3315, -0.0431, -0.0948], [-0.1157, 0.5935, 0.2047], [0.3375, 0.3797, -0.1799], [-0.2254, -0.5057, 0.1013], [0.0921, -0.1419, 0.2083], [-0.3083, 0.1384, -0.0045], [0.2166, 0.0467, -0.1243], [-0.2428, -0.1161, -0.0575], [0.0572, -0.0416, 0.3251], [0.0368, -0.2587, -0.3056], [-0.4191, 0.0127, -0.1424], [0.3680, 0.0395, -0.0522], [0.1519, -0.0336, 0.1798], [-0.1089, -0.3650, -0.0317], [0.0799, 0.3383, -0.3715], [-0.0408, 0.1580, 0.3009], [0.3011, 0.2472, -0.3237], [-0.0109, -0.1206, -0.1802], [-0.3055, -0.1526, 0.5555], [-0.2284, 0.0126, -0.1094], [0.1396, 0.1119, 0.2853], [0.1899, -0.2205, -0.2464], [-0.1709, -0.1693, -0.1390], [-0.0609, 0.0417, 0.3273], [0.1579, 0.0998, -0.2795]]
}

{
  "formula": "H19LiO10",
  "method": "the ωB97M-V functional and the def2-TZVPD basis",
  "lumo_energy_ev": -1.406,
  "total_energy_ha": -771.2816,
  "e_above_lowest_kj_mol": 170.40,
  "homo_energy_ev": -10.0,
  "homo_lumo_gap_ev": 8.5,
  "species": ["Li", "O", "H", "O", "H", "H", "O", "H", "H", "O", "H", "H", "O", "H", "H", "O", "H", "H", "O", "H", "H", "O", "H", "H", "O", "H", "H", "O", "H", "H"],
  "coordinates": [[-10.6910, -66.1110, 12.5440], [-11.4145, -64.2181, 12.3203], [-11.4616, -64.4396, 11.2568], [-11.4180, -63.2452, 14.8287], [-11.4698, -63.4534, 13.8756], [-12.2673, -63.1538, 15.0093], [-9.4137, -63.0207, 9.4379], [-10.2183, -62.8124, 9.8711], [-9.0848, -62.1046, 9.5397], [-8.8992, -62.9745, 12.8576], [-9.6954, -63.2150, 12.4259], [-9.2503, -62.4983, 13.5501], [-9.8328, -65.8642, 9.2565], [-10.3506, -65.0376, 9.0657], [-9.8288, -66.5902, 8.4830], [-11.9949, -67.3569, 11.3298], [-11.4506, -67.8731, 10.6528], [-12.3048, -68.0058, 11.9227], [-14.1130, -66.1124, 10.1090], [-13.9820, -65.9401, 9.1111], [-13.3077, -66.5501, 10.4040], [-14.0665, -64.0262, 12.2775], [-13.1519, -64.2770, 12.4772], [-14.4784, -64.8240, 11.8373], [-13.6416, -62.9661, 9.5480], [-13.1959, -63.7327, 8.8994], [-13.7772, -63.3283, 10.4196], [-11.6637, -61.6138, 11.8058], [-11.3260, -61.4263, 10.9538], [-11.4718, -62.5243, 12.0512]],
  "atomic_forces_ev_per_a": [[-0.4589, 1.3169, -0.2826], [0.6955, -2.7734, -4.2083], [-0.0505, 1.1394, 3.9446], [5.6771, -0.8795, -1.8136], [0.4537, -0.0345, 0.3082], [-6.1422, 0.9044, 1.8308], [0.9122, 1.2055, -0.3187], [-1.9116, -0.4863, 0.8494], [0.8389, -0.6876, -0.4744], [2.3387, -1.1035, -1.5812], [-1.2099, -0.8902, -1.0646], [-0.8367, 1.8644, 2.7925], [-0.5197, -2.0834, -1.6986], [0.9671, -1.3784, -0.5659], [-0.3961, 3.2374, 2.3312], [2.5420, 0.1126, -1.8785], [-0.9856, 1.1102, 1.1630], [-0.9703, -1.4252, 1.1428], [0.0342, 0.4390, -2.6414], [-0.4478, -0.4216, 2.5200], [0.0630, 0.0177, -0.0299], [-1.5775, -1.2394, -0.7562], [0.5024, 0.0746, -0.1499], [0.7110, 1.2876, 0.6980], [2.0934, -2.2574, -4.0834], [-2.0028, 3.0767, 3.1104], [0.0175, -0.6953, 1.0072], [-0.5669, 0.9500, 1.3082], [0.3463, 0.1758, -1.1914], [-0.1162, -0.5565, -0.2676]]
}